[1]
C56H73N11O9 | ωB97M-V/def2-TZVPD

The calculation puts the total energy at -3457.12277 Ha. Its total charge is 0. The calculation puts the LUMO energy at 0.3 eV.

The geometry in XYZ format:
```
149
C56H73N11O9 | OMol25 | ωB97M-V/def2-TZVPD
C -4.125 -1.731 1.555
C -3.289 -2.272 2.710
C -3.311 -3.803 2.876
O -2.036 -4.256 2.418
C -1.210 -3.202 2.396
O -0.047 -3.262 2.142
O -1.881 -2.056 2.548
H -3.847 -2.171 0.600
H -3.754 -0.700 1.592
H -5.199 -1.847 1.672
H -3.623 -1.864 3.664
H -4.053 -4.366 2.310
H -3.424 -4.072 3.930
C -0.468 2.748 -2.871
C -0.794 4.155 -3.334
C -0.613 5.222 -2.245
O 0.408 6.078 -2.760
C 0.763 5.715 -3.977
O 1.588 6.233 -4.680
O 0.087 4.596 -4.361
H 0.528 2.631 -2.445
H -0.639 2.067 -3.708
H -1.192 2.391 -2.132
H -1.814 4.158 -3.725
H -0.354 4.846 -1.257
H -1.508 5.839 -2.139
C 2.290 0.167 -0.118
C 0.950 -0.256 0.479
C 0.156 0.782 1.257
O -1.209 0.510 0.901
C -1.219 -0.265 -0.209
O -2.218 -0.545 -0.809
O 0.007 -0.596 -0.568
H 3.029 0.384 0.649
H 2.079 1.068 -0.698
H 2.615 -0.660 -0.742
H 1.124 -1.211 0.979
H 0.367 1.811 0.947
H 0.245 0.750 2.342
N 2.490 1.028 4.087
C 2.574 -0.194 3.506
C 1.534 -0.995 3.904
C 0.768 -0.196 4.796
C 1.328 1.051 4.846
H 3.202 1.753 4.078
H 3.474 -0.466 2.972
H 1.358 -2.016 3.615
H -0.148 -0.484 5.290
H 1.108 1.973 5.361
N 8.282 -0.771 -0.115
C 8.511 0.299 -0.941
C 7.343 1.032 -0.909
C 6.380 0.336 -0.157
C 6.996 -0.811 0.345
H 9.009 -1.441 0.063
H 9.475 0.423 -1.401
H 7.112 1.927 -1.468
H 5.343 0.605 -0.058
H 6.837 -1.596 1.063
N 4.736 3.828 4.397
C 4.426 3.342 3.139
C 5.154 2.206 2.941
C 5.999 1.997 4.061
C 5.670 2.987 4.951
H 4.419 4.695 4.784
H 3.656 3.817 2.552
H 5.046 1.540 2.103
H 6.658 1.149 4.129
H 5.971 3.186 5.969
N -5.062 -3.598 -3.045
C -5.459 -4.912 -2.966
C -5.175 -5.326 -1.689
C -4.726 -4.241 -0.939
C -4.592 -3.180 -1.830
H -4.952 -3.069 -3.902
H -5.882 -5.474 -3.780
H -5.321 -6.327 -1.310
H -4.459 -4.242 0.103
H -4.253 -2.164 -1.710
N 5.053 0.162 -3.198
C 4.735 -1.170 -3.323
C 3.384 -1.238 -3.585
C 2.854 0.077 -3.561
C 3.936 0.908 -3.366
H 5.947 0.530 -2.923
H 5.488 -1.912 -3.115
H 2.881 -2.155 -3.848
H 1.807 0.324 -3.618
H 3.926 1.986 -3.404
N -4.756 -0.369 -3.908
C -5.105 -1.107 -5.021
C -3.978 -1.618 -5.559
C -2.853 -1.173 -4.790
C -3.395 -0.409 -3.780
H -5.371 0.189 -3.329
H -6.132 -1.133 -5.345
H -3.863 -2.278 -6.407
H -1.816 -1.449 -4.867
H -2.871 0.150 -3.020
N -1.661 -4.437 -2.639
C -0.425 -3.982 -2.286
C 0.524 -4.661 -3.010
C -0.175 -5.529 -3.871
C -1.530 -5.382 -3.619
H -2.528 -4.035 -2.315
H -0.365 -3.177 -1.573
H 1.589 -4.513 -2.972
H 0.246 -6.176 -4.625
H -2.404 -5.854 -4.034
N 4.133 -2.941 -0.636
C 5.199 -3.509 0.000
C 4.706 -4.307 1.017
C 3.309 -4.146 1.052
C 2.977 -3.314 0.007
H 4.153 -2.276 -1.395
H 6.204 -3.301 -0.320
H 5.366 -4.773 1.732
H 2.589 -4.531 1.755
H 2.031 -2.878 -0.268
N -0.052 5.363 3.516
C 0.650 4.425 2.798
C 1.162 5.073 1.701
C 0.858 6.435 1.777
C 0.130 6.599 2.953
H -0.583 5.192 4.349
H 0.668 3.408 3.153
H 1.703 4.606 0.890
H 1.007 7.123 0.962
H -0.467 7.418 3.322
N -4.407 2.552 4.546
C -3.993 1.470 3.836
C -2.619 1.489 3.775
C -2.208 2.576 4.566
C -3.323 3.276 4.982
H -5.366 2.814 4.680
H -4.630 0.716 3.401
H -1.946 0.811 3.279
H -1.173 2.827 4.748
H -3.487 4.169 5.560
N -7.636 0.403 -1.346
C -7.032 1.542 -1.817
C -5.680 1.475 -1.538
C -5.494 0.253 -0.861
C -6.675 -0.421 -0.792
H -8.584 0.136 -1.527
H -7.594 2.318 -2.310
H -4.900 2.175 -1.782
H -4.535 -0.116 -0.521
H -6.850 -1.390 -0.359
```

[2]
C22H64N4O10 | ωB97M-V/def2-TZVPD

The calculation puts the total energy at -1847.74077 Ha. Its total charge is 0. The calculation puts the LUMO energy at 0.4 eV. The energy above the lowest of the compared OMol25 structures with the same formula, charge and spin comes out at 185.3 kcal/mol. The SMILES is NC(N)=O.NC(N)=O.CC(C)O.CC(C)O.CC(C)O.CC(C)O.CC(C)O.CC(C)O.CO.CO.

The geometry in XYZ format:
```
100
C22H64N4O10 | OMol25 | ωB97M-V/def2-TZVPD
N 0.332 2.642 -0.324
C -0.598 3.202 0.369
N -0.879 4.421 -0.073
O -1.270 2.621 1.465
H 0.610 1.672 -0.029
H 0.885 3.095 -1.052
H -1.701 4.917 0.375
H -0.356 4.906 -0.761
N 0.264 -3.033 3.386
C -0.205 -3.040 2.194
N -1.154 -3.902 2.070
O 0.164 -2.122 1.232
H 0.966 -2.255 3.590
H 0.147 -3.856 3.981
H -1.483 -4.100 1.098
H -1.547 -4.536 2.733
C 0.195 -4.033 -1.497
C -1.256 -3.695 -1.289
C -2.014 -3.880 -2.619
O -1.832 -4.446 -0.441
H 0.350 -5.040 -1.781
H 0.726 -3.940 -0.615
H 0.550 -3.420 -2.276
H -1.315 -2.657 -0.939
H -1.419 -3.444 -3.432
H -2.960 -3.283 -2.644
H -2.239 -4.887 -2.856
H -2.774 -4.264 -0.472
C 3.450 -2.745 4.266
C 3.278 -1.574 3.334
C 3.180 -2.057 1.871
O 2.237 -0.927 3.610
H 3.683 -2.471 5.275
H 4.285 -3.405 3.967
H 2.637 -3.428 4.374
H 4.136 -0.871 3.452
H 2.907 -1.149 1.323
H 2.360 -2.739 1.722
H 4.046 -2.498 1.442
H 2.103 -0.069 3.143
C 2.336 3.855 2.569
C 2.477 2.437 2.182
C 3.859 1.885 2.493
O 1.607 1.702 2.667
H 3.068 4.494 2.277
H 2.259 3.953 3.643
H 1.355 4.129 2.128
H 2.488 2.384 1.109
H 4.080 1.043 1.844
H 3.805 1.487 3.466
H 4.699 2.568 2.304
H 0.795 1.859 2.217
C -2.016 1.439 -3.311
C -1.704 0.098 -3.903
C -0.489 -0.601 -3.292
O -2.572 -0.750 -3.841
H -2.296 2.011 -4.116
H -1.099 2.019 -2.916
H -2.760 1.479 -2.514
H -1.531 0.207 -4.903
H -0.256 -1.486 -3.891
H -0.623 -0.831 -2.231
H 0.427 0.023 -3.346
H -3.179 -0.621 -4.523
C 0.735 2.393 -5.011
C 0.552 3.889 -5.235
C -0.722 4.382 -4.526
O 1.429 4.595 -4.740
H 0.946 2.165 -4.008
H 1.473 2.089 -5.688
H -0.202 1.921 -5.349
H 0.462 4.148 -6.249
H -0.765 4.145 -3.463
H -1.611 3.995 -5.019
H -0.876 5.441 -4.630
H 1.327 5.439 -5.217
C -4.038 -0.718 3.632
C -2.676 -1.264 3.404
C -1.694 -0.149 3.062
O -2.099 -1.838 4.361
H -4.857 -1.474 3.811
H -4.359 -0.206 2.745
H -4.034 0.005 4.476
H -2.694 -1.988 2.576
H -2.009 0.202 2.136
H -0.644 -0.445 3.001
H -1.779 0.786 3.625
H -1.291 -2.313 4.076
C 1.910 -0.193 -0.933
O 1.113 0.191 0.226
H 2.883 -0.268 -0.585
H 1.849 0.486 -1.789
H 1.574 -1.147 -1.243
H 0.854 -0.633 0.728
C -2.240 0.040 -0.460
O -3.117 1.039 0.117
H -1.341 0.477 -0.833
H -2.676 -0.528 -1.219
H -2.029 -0.738 0.230
H -2.574 1.576 0.709
```

[3]
C4H13N3 | ωB97M-V/def2-TZVPD

The calculation puts the total energy at -324.44399 Ha. Its total charge is 0. The calculation puts the LUMO energy at 1.1 eV. The energy above the lowest of the compared OMol25 structures with the same formula, charge and spin comes out at 19.4 kcal/mol. The SMILES is NCCNCCN.

The geometry in XYZ format:
```
20
C4H13N3 | OMol25 | ωB97M-V/def2-TZVPD
N -2.285 -0.742 -1.316
C -2.398 -0.630 0.158
C -1.023 -0.739 0.809
N -0.148 0.297 0.253
C 1.179 0.312 0.869
C 2.185 1.001 -0.041
N 2.641 0.105 -1.062
H -2.881 -0.071 -1.791
H -1.356 -0.373 -1.543
H -3.071 -1.429 0.467
H -2.880 0.295 0.515
H -1.158 -0.619 1.895
H -0.578 -1.717 0.597
H -0.616 1.167 0.455
H 1.169 0.734 1.880
H 1.504 -0.733 0.910
H 1.732 1.928 -0.435
H 3.014 1.424 0.547
H 2.912 0.485 -1.951
H 2.055 -0.697 -1.217
```

[4]
C22H46BN8O14 | ωB97M-V/def2-TZVPD

The calculation puts the total energy at -2381.49969 Ha. Its total charge is +1. The calculation puts the LUMO energy at -4.2 eV.

The geometry in XYZ format:
```
91
C22H46BN8O14 | OMol25 | ωB97M-V/def2-TZVPD
C -3.656 1.830 2.983
C -3.655 1.948 1.447
C -2.814 3.141 0.919
C -1.647 2.623 0.093
N -0.666 1.982 0.983
C 0.607 1.760 0.447
N 1.591 2.372 1.133
C 2.902 2.287 0.848
B 4.025 3.007 1.741
N 3.662 4.054 2.712
O 5.308 2.587 1.550
C 3.282 1.518 -0.235
C 2.314 0.860 -0.994
C 2.818 0.005 -2.118
O 2.501 0.132 -3.247
O 3.724 -0.934 -1.743
C 3.160 -1.925 -0.848
C 4.087 -2.255 0.301
C 4.317 -1.121 1.285
O 3.111 -0.615 1.855
C 0.958 0.983 -0.668
C -0.088 0.267 -1.498
C -0.388 1.060 -2.802
C -1.874 1.169 -3.176
C -2.627 -0.163 -3.136
H -4.477 2.380 3.429
H -2.716 2.244 3.348
H -3.673 0.788 3.293
H -4.664 1.987 1.053
H -3.213 1.021 1.069
H -3.472 3.710 0.266
H -2.469 3.767 1.737
H -2.081 1.906 -0.598
H -1.191 3.402 -0.515
H -1.042 1.150 1.424
H 1.323 2.939 1.930
H 3.012 3.627 3.375
H 3.123 4.788 2.255
H 5.558 1.859 2.131
H 4.328 1.416 -0.469
H 3.041 -2.839 -1.426
H 2.168 -1.659 -0.486
H 3.645 -3.103 0.823
H 5.055 -2.582 -0.074
H 4.873 -0.317 0.814
H 4.928 -1.514 2.100
H 2.838 -1.210 2.558
H 0.367 -0.679 -1.785
H -0.981 0.067 -0.919
H -0.007 2.077 -2.701
H 0.128 0.626 -3.648
H -1.893 1.498 -4.216
H -2.398 1.947 -2.629
H -2.195 -0.856 -3.853
H -3.649 0.020 -3.455
H -2.635 -0.568 -2.127
C -8.674 1.024 1.568
N -7.538 1.984 1.569
O -7.431 2.755 2.499
O -6.772 1.936 0.623
H -9.262 1.192 2.463
H -9.260 1.219 0.677
H -8.281 0.012 1.550
C 1.601 -4.894 -3.664
N 0.510 -4.725 -2.664
O -0.628 -4.912 -3.026
O 0.834 -4.406 -1.532
H 1.158 -5.175 -4.611
H 2.120 -3.943 -3.745
H 2.264 -5.669 -3.300
C 6.394 3.770 5.063
N 6.657 2.987 6.303
O 5.695 2.543 6.898
O 7.814 2.843 6.625
H 5.325 3.811 4.903
H 6.806 4.764 5.206
H 6.893 3.260 4.245
C -9.862 -3.462 0.481
N -9.401 -2.087 0.818
O -8.206 -1.912 0.973
O -10.254 -1.230 0.911
H -8.996 -4.111 0.432
H -10.545 -3.774 1.265
H -10.370 -3.407 -0.476
C 6.148 -4.719 -4.674
N 4.781 -5.306 -4.641
O 4.043 -5.075 -5.575
O 4.496 -5.983 -3.673
H 6.253 -4.148 -5.588
H 6.250 -4.084 -3.799
H 6.855 -5.542 -4.639
```

[5]
C3H12O3S2 | ωB97M-V/def2-TZVPD

The calculation puts the total energy at -1143.16890 Ha. Its total charge is 0. The calculation puts the LUMO energy at -5.3 eV. The energy above the lowest of the compared OMol25 structures with the same formula, charge and spin comes out at 263.7 kcal/mol.

The geometry in XYZ format:
```
20
C3H12O3S2 | OMol25 | ωB97M-V/def2-TZVPD
C -0.425 -0.995 -0.029
C 0.181 -1.539 1.243
O -0.783 -1.393 2.671
C -1.850 -0.325 0.117
S -2.563 0.350 -1.362
S 2.688 -0.779 -0.681
H 0.217 -0.250 -0.489
H -0.533 -1.780 -0.855
H 1.116 -2.112 1.016
H -0.622 -2.300 1.775
H 0.266 -0.618 1.953
H -2.497 -1.046 0.526
H -1.758 0.541 0.817
H 3.274 -1.304 -1.780
H 2.447 0.863 0.475
H 2.364 2.480 0.663
O 2.060 1.634 0.940
H -1.554 2.120 -2.070
H -1.011 3.492 -2.874
O -1.019 2.961 -2.055
```

[6]
C43H61BN5O2P2STi | ωB97M-V/def2-TZVPD

The calculation puts the total energy at -4054.75436 Ha. Its total charge is -1. The calculation puts the LUMO energy (spin up / spin down) at 2.3 / 2.3 eV. The energy above the lowest of the compared OMol25 structures with the same formula, charge and spin comes out at 39.5 kcal/mol. The spin multiplicity is 3. As for the expectation value of S²: 2.0545.

The geometry in XYZ format:
```
116
C43H61BN5O2P2STi | OMol25 | ωB97M-V/def2-TZVPD
Ti -0.496 -0.441 1.545
O -1.972 -0.482 0.470
C -3.238 -0.889 0.590
C -4.204 -0.412 -0.280
C -5.535 -0.805 -0.162
C -5.895 -1.698 0.850
C -4.938 -2.192 1.711
C -3.575 -1.825 1.611
C -2.606 -2.366 2.490
N -1.267 -2.155 2.408
C -0.461 -2.735 3.472
C 0.964 -2.286 3.173
N 0.869 -0.849 2.977
C 1.085 -0.125 4.102
C 0.448 1.087 4.431
C 0.737 1.748 5.652
C 0.025 2.852 6.072
C -1.020 3.350 5.292
C -1.305 2.743 4.071
C -0.569 1.662 3.616
O -0.824 1.160 2.391
H -3.888 0.288 -1.046
H -6.278 -0.418 -0.847
H -6.928 -2.008 0.959
H -5.220 -2.894 2.490
H -2.965 -3.022 3.283
H -0.544 -3.828 3.506
H -0.761 -2.350 4.458
H 1.298 -2.765 2.248
H 1.662 -2.553 3.975
H 1.760 -0.548 4.848
H 1.532 1.346 6.271
H 0.271 3.323 7.016
H -1.600 4.202 5.622
H -2.097 3.120 3.433
C 0.978 4.485 -2.930
C -0.118 3.440 -2.720
C -1.465 3.974 -3.224
C 0.218 2.230 -3.597
P -0.391 2.726 -0.991
C 1.337 2.228 -0.468
N 1.642 0.824 -0.688
B 1.007 -0.357 -0.107
N 1.756 -1.464 -0.721
C 1.413 -2.868 -0.902
P -0.400 -3.169 -1.234
C -0.594 -2.666 -3.041
C -2.106 -2.476 -3.239
C 0.071 -1.309 -3.237
C -0.052 -3.612 -4.111
C -0.415 -5.052 -1.178
C 0.735 -5.805 -1.849
C -0.427 -5.411 0.311
C -1.760 -5.517 -1.745
C 2.822 -0.954 -1.448
C 3.837 -1.602 -2.133
C 4.799 -0.837 -2.793
C 4.743 0.548 -2.759
C 3.724 1.205 -2.072
C 2.757 0.452 -1.425
C -0.813 4.149 0.205
C -0.450 5.582 -0.187
C -0.191 3.894 1.577
C -2.339 4.048 0.357
H 0.997 4.771 -3.987
H 0.831 5.390 -2.348
H 1.966 4.084 -2.698
H -1.395 4.189 -4.296
H -2.251 3.230 -3.081
H -1.777 4.890 -2.726
H 0.355 2.564 -4.631
H 1.132 1.723 -3.289
H -0.594 1.506 -3.580
H 2.067 2.841 -0.995
H 1.458 2.456 0.588
H 2.005 -3.253 -1.737
H 1.692 -3.464 -0.028
H -2.507 -1.761 -2.520
H -2.303 -2.105 -4.250
H -2.657 -3.409 -3.110
H -0.267 -0.584 -2.498
H 1.159 -1.367 -3.186
H -0.196 -0.933 -4.230
H -0.511 -4.599 -4.082
H -0.264 -3.183 -5.096
H 1.032 -3.730 -4.033
H 1.708 -5.423 -1.534
H 0.694 -6.860 -1.556
H 0.691 -5.765 -2.935
H 0.539 -5.242 0.789
H -1.179 -4.829 0.836
H -0.666 -6.474 0.421
H -1.850 -5.336 -2.816
H -1.876 -6.593 -1.579
H -2.586 -5.006 -1.245
H 3.903 -2.682 -2.144
H 5.601 -1.333 -3.324
H 5.502 1.131 -3.266
H 3.707 2.287 -2.051
H 0.629 5.743 -0.174
H -0.833 5.880 -1.160
H -0.886 6.260 0.554
H 0.886 4.077 1.573
H -0.638 4.583 2.301
H -0.386 2.882 1.926
H -2.848 4.256 -0.588
H -2.636 3.048 0.679
H -2.688 4.774 1.099
S 3.672 3.568 3.621
C 5.003 2.499 3.504
C 4.661 1.426 2.744
N 3.383 1.431 2.250
C 2.758 2.498 2.633
H 5.941 2.706 3.989
H 5.311 0.595 2.514
H 1.728 2.719 2.399
```